[1]
DFT (the ωB97M-V functional and the def2-TZVPD basis) results for a structure of composition C14H20BDyO6.

Calculated values
Net charge   +2
Multiplicity   6
HOMO (alpha / beta)   -0.50237 / -0.50183 Eh
Largest force on an atom   0.47 eV/A
Gap between HOMO and LUMO (alpha / beta)   7.120 / 6.475 eV

```
42
Properties=species:S:1:pos:R:3:lowdin_charge:R:1
Dy -0.42461 0.82447 -0.07748 1.93
C -2.15981 -1.03338 -2.26880 -0.10
C -1.38342 -1.93744 -1.33663 -0.12
O -1.51292 -1.32370 -0.04095 -0.30
C -0.95211 -1.99630 1.10048 -0.12
C -1.42287 -1.20075 2.32100 -0.10
O -1.55944 0.20326 1.96249 -0.28
C -2.94394 0.64716 2.01629 -0.13
C -3.04605 2.00716 1.36816 -0.12
O -2.54558 1.95150 0.01150 -0.29
C -3.49656 1.60207 -1.02065 -0.12
C -2.69482 1.35118 -2.28074 -0.12
O -1.69942 0.32592 -2.04216 -0.29
H -3.22689 -1.08578 -2.04868 0.15
H -1.99055 -1.29802 -3.31296 0.16
H -0.32326 -2.01008 -1.61212 0.15
H -1.80151 -2.94574 -1.33378 0.16
H 0.14256 -2.03213 1.01023 0.14
H -1.30808 -3.02686 1.15148 0.16
H -0.71101 -1.27638 3.14132 0.15
H -2.39033 -1.55973 2.66692 0.14
H -3.26388 0.70145 3.05862 0.16
H -3.55826 -0.09021 1.49307 0.14
H -2.42991 2.74910 1.87939 0.15
H -4.07434 2.37182 1.36847 0.16
H -4.19222 2.43113 -1.16376 0.16
H -4.05199 0.71288 -0.70928 0.14
H -2.14913 2.24369 -2.59300 0.15
H -3.34131 1.06016 -3.10958 0.16
O 2.80488 0.74084 1.06455 0.11
B 2.10383 0.74458 -0.11258 -0.59
O 2.84852 0.42567 -1.21542 0.12
C 4.13827 0.20925 -0.69548 -0.18
C 5.28554 -0.13594 -1.37133 0.03
C 6.42459 -0.28357 -0.58631 -0.05
C 6.39704 -0.09382 0.79394 -0.05
C 5.22877 0.25486 1.46331 0.03
C 4.11239 0.39835 0.67303 -0.18
H 5.29937 -0.27251 -2.44226 0.13
H 7.35928 -0.54954 -1.05901 0.12
H 7.31057 -0.21774 1.35770 0.12
H 5.19862 0.41310 2.53103 0.13
```

[2]
DFT (the ωB97M-V functional and the def2-TZVPD basis) results for a structure of composition C14H20CaClF9O10 in a non-equilibrium geometry.

Calculated values
HOMO   -0.32408 Eh
Largest force on an atom   1.37 eV/A
Gap between HOMO and LUMO   9.156 eV

```
55
Properties=species:S:1:pos:R:3:lowdin_charge:R:1
Ca 0.25875 0.07779 -0.47221 1.51
C -1.15407 2.70948 -0.02780 -0.13
C -1.52040 2.35417 -1.46379 -0.13
O -1.64389 0.91143 -1.57441 -0.25
C -1.79033 0.38945 -2.89890 -0.16
C -1.81427 -1.12655 -2.78507 -0.14
O -0.61675 -1.56262 -2.12897 -0.23
C -0.68171 -2.82296 -1.42786 -0.14
C -1.28574 -2.64512 -0.04166 -0.14
O -0.54506 -1.67297 0.70673 -0.29
C 0.48261 -2.06426 1.64946 -0.13
C 0.96211 -0.79248 2.36868 -0.13
O 1.62969 0.06201 1.40188 -0.26
C 1.89421 1.44053 1.77244 -0.12
C 0.67223 2.34763 1.59988 -0.13
O 0.20495 2.24763 0.22622 -0.27
H -1.82915 2.21063 0.67155 0.11
H -1.18831 3.79026 0.12319 0.14
H -0.74446 2.70136 -2.15238 0.13
H -2.47583 2.81079 -1.72893 0.14
H -0.95726 0.71839 -3.52490 0.13
H -2.72991 0.74950 -3.32654 0.14
H -1.85622 -1.56848 -3.78375 0.14
H -2.69561 -1.44268 -2.22026 0.13
H 0.34767 -3.17141 -1.35438 0.13
H -1.26299 -3.54835 -2.00310 0.14
H -1.33691 -3.57874 0.52308 0.14
H -2.29841 -2.25181 -0.12354 0.12
H 1.31093 -2.54808 1.12366 0.14
H 0.04885 -2.74658 2.37785 0.13
H 1.67149 -1.04193 3.16001 0.14
H 0.09128 -0.27637 2.76426 0.10
H 2.70987 1.75582 1.12508 0.12
H 2.22109 1.47346 2.81367 0.14
H 0.93319 3.39048 1.79429 0.14
H -0.13903 2.03184 2.25904 0.11
O 3.17824 -0.33110 -3.27980 -0.26
Cl 2.53548 0.09721 -2.09108 0.72
O 3.36862 0.93621 -1.27875 -0.29
O 1.26939 0.84398 -2.39943 -0.44
O 2.08712 -1.07097 -1.28030 -0.44
F -3.77820 -1.55789 1.86841 0.14
C -4.01862 -0.25099 2.11650 -0.53
F -5.19762 -0.18942 2.75749 0.16
F -4.18679 0.33142 0.92294 0.15
C -2.81715 0.40443 2.88945 -0.37
O -1.79798 0.61631 2.06309 -0.14
C -3.30236 1.78040 3.46221 -0.54
F -4.18236 1.69941 4.47336 0.16
F -3.88148 2.50717 2.48709 0.15
F -2.25781 2.49493 3.90357 0.15
C -2.45794 -0.51879 4.10342 -0.53
F -3.51069 -0.88480 4.84944 0.16
F -1.57689 0.08671 4.91660 0.16
F -1.87063 -1.65953 3.69316 0.14
```

[3]
DFT (the ωB97M-V functional and the def2-TZVPD basis) results for a structure of composition C14H20Cl5F3NO15V in a non-equilibrium geometry.

Calculated values
Net charge   +1
Multiplicity   4
HOMO (alpha / beta)   -0.47242 / -0.47242 Eh
Largest force on an atom   3.74 eV/A
Gap between HOMO and LUMO (alpha / beta)   3.839 / 4.464 eV
Relative energy (zero: lowest compared OMol25 entry of this formula, charge and spin)   0.000 eV

```
59
Properties=species:S:1:pos:R:3:lowdin_charge:R:1
V 1.45037 -4.12978 1.15963 1.57
Cl -0.05455 -1.60415 0.35898 0.69
O 1.38059 -1.90297 0.31018 -0.37
O -0.70656 -2.88340 0.50762 -0.34
O -0.33526 -0.83145 1.51560 -0.25
O -0.34207 -0.87746 -0.81643 -0.25
C -1.66507 1.17208 -3.20988 0.03
N -2.81603 2.11754 -3.18812 -0.45
O -2.59456 3.20841 -2.69890 0.06
O -3.87656 1.75964 -3.63151 0.09
H -1.51721 0.80767 -4.22097 0.12
H -1.79832 0.42175 -2.43405 0.05
H -0.74996 1.66751 -2.88946 0.10
C 3.40038 -0.43016 -2.42365 -0.04
C 2.34516 0.62804 -2.69369 -0.32
O 1.60846 0.06289 -3.73791 0.14
C 1.88541 -1.24910 -3.87354 -0.56
O 1.28742 -1.97565 -4.58781 0.19
O 2.95440 -1.62158 -3.10735 0.06
F 2.91909 1.79541 -3.07861 0.10
H 3.51288 -0.63343 -1.35932 0.12
H 4.37822 -0.16798 -2.82666 0.15
H 1.73035 0.80467 -1.80623 0.15
C 1.81495 1.95967 2.50300 -0.01
C 2.01723 1.78537 0.97825 -0.33
O 2.97696 0.77397 0.90149 0.12
C 3.20219 0.20541 2.11411 -0.58
O 3.88710 -0.76530 2.25413 0.14
O 2.59082 0.89158 3.05624 0.08
F 2.47602 2.92075 0.41296 0.08
H 0.77080 1.81818 2.79198 0.13
H 2.06718 2.92606 2.93480 0.16
H 1.07062 1.50511 0.51413 0.12
C -1.91082 1.51434 -0.27549 -0.08
C -2.31148 1.85623 1.13887 -0.26
O -1.43055 2.90722 1.50627 0.16
C -0.44746 3.00243 0.57518 -0.55
O 0.43168 3.78843 0.55468 0.21
O -0.56577 1.98925 -0.31240 0.03
F -2.05261 0.82800 1.98781 0.03
H -2.50845 1.98997 -1.05334 0.11
H -1.91170 0.44259 -0.46619 0.10
H -3.35599 2.15824 1.18937 0.18
Cl -2.79793 -4.72096 -3.97713 0.57
C -2.71173 -3.91421 -2.38622 -0.67
C -2.52844 -2.42586 -2.55038 -0.68
Cl -3.88765 -1.67921 -3.44475 0.60
H -1.85497 -4.33910 -1.86066 0.05
H -3.59628 -4.16345 -1.80314 0.08
H -1.59029 -2.26507 -3.07970 0.07
H -2.52876 -1.93565 -1.57987 0.04
Cl -1.50540 0.16384 5.18694 0.56
C -0.10778 -0.95610 5.18150 -0.65
C 0.83227 -0.65441 6.34737 -0.62
Cl 1.33295 1.06512 6.31712 0.55
H 0.30110 -0.89147 4.17322 0.03
H -0.55853 -1.94916 5.22854 0.06
H 1.75143 -1.22674 6.41676 0.07
H 0.24269 -0.74360 7.25666 0.06
```

[4]
DFT (the ωB97M-V functional and the def2-TZVPD basis) results for an isolated molecule of C14H20ClNO2S in a non-equilibrium geometry.

Calculated values
HOMO   -0.33742 Eh
Largest force on an atom   1.08 eV/A
Gap between HOMO and LUMO   9.879 eV
Relative energy (zero: lowest compared OMol25 entry of this formula, charge and spin)   0.319 eV

```
39
Properties=species:S:1:pos:R:3:lowdin_charge:R:1
C -4.81229 -0.97235 0.52653 -0.09
C -3.60137 -0.64754 -0.33934 -0.20
C -2.49812 0.07763 0.44755 -0.34
C -2.80757 1.55432 0.72544 -0.13
C -2.69677 2.40606 -0.53727 -0.19
C -1.31909 2.22699 -1.16897 -0.16
C -1.06472 0.74710 -1.43900 -0.18
N -1.20570 0.00056 -0.20909 -0.21
S -0.33511 -1.39832 -0.02773 0.65
O -1.16879 -2.45500 0.47098 -0.29
O 0.42460 -1.62660 -1.21917 -0.31
C 0.80759 -0.94857 1.34307 -0.18
C 1.62114 0.20596 0.90557 -0.30
C 1.24366 1.50427 1.23219 -0.05
C 1.95284 2.59687 0.76740 -0.09
C 3.05774 2.40620 -0.04530 -0.08
C 3.45791 1.12438 -0.37738 -0.10
C 2.74581 0.03371 0.09753 -0.60
Cl 3.26899 -1.55250 -0.31892 0.76
H -5.27866 -0.06834 0.91200 0.07
H -4.51649 -1.59661 1.36598 0.08
H -5.55320 -1.51338 -0.05694 0.07
H -3.17133 -1.57936 -0.71041 0.11
H -3.91435 -0.04919 -1.19564 0.10
H -2.37380 -0.45243 1.39798 0.14
H -3.80688 1.63948 1.15218 0.11
H -2.09359 1.92706 1.46249 0.11
H -3.46704 2.11505 -1.25311 0.11
H -2.85956 3.45572 -0.28482 0.11
H -1.25152 2.78150 -2.10566 0.12
H -0.55160 2.60142 -0.49038 0.09
H -0.04886 0.57894 -1.79596 0.12
H -1.76019 0.37976 -2.20510 0.13
H 0.16354 -0.72289 2.18646 0.11
H 1.39557 -1.84149 1.53739 0.09
H 0.38281 1.64893 1.86790 0.11
H 1.64500 3.59567 1.03845 0.11
H 3.61294 3.25370 -0.41676 0.11
H 4.32184 0.96158 -1.00182 0.10
```

[5]
DFT (the ωB97M-V functional and the def2-TZVPD basis) results for a cluster of 2 separate species, C14H20FNO3 in total in a non-equilibrium geometry.

Calculated values
HOMO   -0.32386 Eh
Largest force on an atom   2.10 eV/A
Gap between HOMO and LUMO   9.439 eV

```
39
Properties=species:S:1:pos:R:3:lowdin_charge:R:1
C -3.87803 -2.59162 0.09539 -0.07
C -2.73176 -2.65103 -0.87634 -0.21
O -1.54575 -2.60956 -0.01876 -0.01
C -0.41428 -2.57868 -0.72873 -0.43
O -0.38700 -2.49164 -1.93110 0.14
C 0.78020 -2.43179 0.19560 -0.19
F 1.15468 -1.16899 -0.10724 0.04
C 2.05258 -3.11055 -0.22346 -0.38
C 2.92464 -3.54987 0.88305 0.00
O 2.36120 -3.03347 -1.40029 0.13
H -4.80834 -2.58056 -0.47064 0.08
H -3.85898 -3.47107 0.74782 0.08
H -3.82475 -1.69368 0.72416 0.08
H -2.67682 -3.60056 -1.42531 0.13
H -2.72799 -1.80196 -1.57713 0.12
H 0.51774 -2.57881 1.24838 0.16
H 2.35860 -3.62833 1.80749 0.08
H 3.30174 -4.52568 0.58559 0.10
H 3.78063 -2.88207 1.03738 0.10
C 0.28024 5.47163 0.03080 -0.06
C 0.32707 3.97579 0.05064 -0.27
C -0.85492 3.25153 -0.20154 0.01
C -0.74584 1.84596 -0.15583 -0.32
C -1.91921 0.93753 -0.42543 -0.03
N 0.39851 1.29019 0.18372 0.12
C 1.54782 1.92618 0.33562 -0.31
C 2.80538 1.12489 0.59280 -0.05
C 1.56597 3.34103 0.31717 0.02
H -0.74520 5.75895 -0.19257 0.07
H 0.58682 5.85161 1.00700 0.08
H 0.96305 5.83733 -0.73797 0.08
H -1.84656 3.70020 -0.40769 0.12
H -2.81431 1.53751 -0.61608 0.07
H -1.76384 0.27649 -1.30181 0.08
H -2.13884 0.26055 0.42391 0.08
H 3.65985 1.79699 0.71805 0.07
H 2.73918 0.50830 1.50874 0.08
H 3.05915 0.42250 -0.22348 0.08
H 2.51737 3.86476 0.52810 0.12
```

The highest largest force on an atom belongs to which entry?
C14H20Cl5F3NO15V

Look up the largest force on an atom of the fifth one.
2.10 eV/A